{"formula": "C5H14N4", "method": "ωB97M-V/def2-TZVPD", "elements": ["C", "C", "C", "C", "N", "C", "N", "N", "N", "H", "H", "H", "H", "H", "H", "H", "H", "H", "H", "H", "H", "H", "H"], "positions_angstrom": [[-0.436704, -0.553604, 0.699697], [1.802568, -0.205343, -0.186170], [-0.145187, -0.493990, 2.163806], [-1.441575, -1.591894, 0.299793], [-0.219439, 0.304515, -1.619362], [0.069402, 0.435548, -0.196569], [-1.364157, 1.016623, -2.082327], [2.507714, 0.836729, -0.786939], [0.250960, 1.716748, 0.291880], [-0.308285, -0.661611, -1.913127], [-2.096554, 1.020643, -1.371266], [-1.078912, 1.981227, -2.203066], [-0.636493, 2.097391, 0.616940], [2.292305, 1.712491, -0.301974], [2.256898, 0.945817, -1.763867], [1.820578, -1.116605, -0.778498], [2.107357, -0.345635, 0.844664], [0.640482, 0.224346, 2.386185], [-1.907806, -1.393544, -0.664473], [-1.040933, -0.185838, 2.714597], [0.120776, -1.487002, 2.547064], [-2.232075, -1.679303, 1.050815], [-0.960918, -2.577710, 0.252198]], "atomic_forces_ev_per_a": [[-0.6242, 0.6650, -0.1944], [0.4321, 0.3604, -0.3064], [0.3350, -0.1202, -0.1646], [0.2295, -0.1952, -0.0889], [0.0489, -0.1407, 0.0893], [-0.3462, -0.3466, 0.6245], [0.1107, -0.0359, 0.1198], [-0.1947, -0.1872, 0.1324], [0.1863, 0.1936, -0.3823], [-0.0357, 0.0478, 0.0299], [0.0928, 0.0085, -0.0383], [0.0105, -0.0496, 0.0320], [0.0820, -0.2559, 0.2240], [-0.0619, -0.0438, -0.0121], [-0.0240, -0.0270, 0.0687], [-0.1120, -0.0048, 0.0470], [-0.2152, -0.0336, 0.0364], [-0.0592, 0.0613, -0.0417], [0.0976, 0.0089, -0.0177], [0.0330, 0.0321, -0.1299], [-0.0608, -0.0035, -0.0502], [0.1279, 0.0502, 0.0412], [-0.0526, 0.0162, -0.0186]], "relative_energy_kcal_mol": 104.15, "multiplicity": 1, "fmax_ha_per_bohr": 0.0181, "energy_ha": -417.7625, "homo_ev": [-7.38, -7.38], "gap_ev": [6.967, 6.963]}